# 1
Computed, not measured: a molecular structure, C3HN2O3 at a distorted geometry, with ωB97M-V/def2-TZVPD.

Highest occupied orbital energy = -4.80 eV
2S+1 = 1
Electronic energy = -12250.44939 eV
Charge = -1
Kohn-Sham gap = 0.3031 hartree

Each line ends with the Mulliken charge.
Atoms and positions in Å:
C 2.5934 0.3738 -0.2345  0.57
C -0.4823 -1.0652 0.8681  -0.07
C -2.4322 0.8402 -0.3269  0.47
N 1.7805 -0.4693 -0.4076  -0.49
N -3.4207 1.3138 -0.6802  -0.68
O 3.3748 1.2079 -0.1952  -0.45
O -1.3473 0.3619 -0.0514  -0.58
O -1.0333 -2.0506 0.8054  -0.25
H 0.9672 -0.5126 0.2222  0.50

=====

# 2
Computed, not measured: 12 unconnected molecules or ions with the total composition C62H147Br2N9O24 at a distorted geometry, with ωB97M-V/def2-TZVPD.

Highest occupied orbital energy = -8.10 eV
2S+1 = 1
Electronic energy = -269297.28149 eV
SMILES = COCCNCCOC.COCCNCCOC.COCCNCCOC.COCCNCCOC.COCCNCCOC.COCCNCCOC.COCCNCCOC.COCCNCCOC.COCCNCCOC.O=C1OCCO1.O=C1OCCO1.BrCCBr
Charge = 0
Kohn-Sham gap = 0.3193 hartree

Each line ends with the Mulliken charge.
Atoms and positions in Å:
C -0.6592 4.8258 8.3727  -0.97
O -0.4954 3.3810 8.1403  -0.15
C -1.7223 2.6258 8.3887  -0.74
C -1.6021 1.1420 8.0901  -0.63
N -1.6574 0.9574 6.6635  -0.21
C -1.5437 -0.4943 6.3124  -0.54
C -2.0002 -0.7573 4.9266  -0.02
O -2.1068 -2.2051 4.7173  -0.57
C -2.6451 -2.5979 3.4795  0.69
H -1.6030 5.1804 7.9584  0.38
H 0.1801 5.4283 8.0253  0.27
H -0.8624 5.0528 9.4192  0.37
H -2.4496 3.1904 7.8052  0.41
H -1.8004 2.7862 9.4640  0.37
H -2.3660 0.6584 8.6990  0.43
H -0.7471 0.6240 8.5245  0.42
H -0.9025 1.4910 6.2567  -0.14
H -2.1711 -1.0842 6.9806  0.54
H -0.4981 -0.8016 6.3308  -0.08
H -1.2737 -0.3846 4.2045  -0.12
H -2.9478 -0.2614 4.7161  0.52
H -2.9221 -3.6515 3.5129  0.43
H -1.8457 -2.4462 2.7541  -0.75
H -3.4870 -1.9771 3.1730  -0.17
C 1.9674 -7.7259 4.0730  -0.91
O 3.0833 -7.0638 3.5180  -0.13
C 4.0400 -8.0484 3.0512  -0.99
C 5.1638 -7.3226 2.3032  -0.51
N 4.6826 -6.9485 0.9816  -0.16
C 5.7030 -6.3102 0.1406  -0.99
C 5.1853 -4.9314 -0.4649  -0.10
O 5.1400 -3.8748 0.4616  -0.45
C 3.9283 -3.5518 1.0643  0.13
H 1.3140 -8.1500 3.3106  0.34
H 1.2869 -6.9766 4.4774  0.20
H 2.2119 -8.4739 4.8272  0.40
H 3.7616 -8.8959 2.4248  0.38
H 4.4780 -8.6052 3.8796  0.54
H 6.0795 -7.8953 2.1566  0.55
H 5.4353 -6.4288 2.8648  0.30
H 3.8213 -6.4218 1.0118  -0.09
H 5.9981 -7.0532 -0.6003  0.33
H 6.5462 -6.1418 0.8105  0.43
H 4.2356 -5.0679 -0.9821  -0.07
H 5.9200 -4.6451 -1.2175  0.40
H 3.1456 -3.6040 0.3075  -0.18
H 3.9336 -2.5994 1.5944  0.29
H 3.6746 -4.3124 1.8027  0.18
C -2.8678 -5.2641 -0.2352  -0.65
O -3.5481 -4.2043 0.3844  -0.01
C -4.9858 -4.3071 0.2621  -0.68
C -5.5915 -3.2059 1.1010  -0.78
N -5.1585 -1.8628 0.6507  -0.05
C -5.6166 -0.7852 1.5500  -1.06
C -4.7417 0.4385 1.1940  -0.42
O -3.3557 0.3141 1.6384  0.14
C -2.6699 1.5934 1.5191  0.77
H -3.3999 -5.8695 -0.9690  0.42
H -2.3957 -5.9990 0.4167  0.16
H -2.0500 -4.7362 -0.7259  0.07
H -5.3873 -5.1964 0.7480  0.39
H -5.3831 -4.2068 -0.7480  0.36
H -5.3288 -3.2858 2.1558  0.32
H -6.6767 -3.3084 1.0903  0.41
H -4.1567 -1.7771 0.5552  0.03
H -5.3408 -1.0489 2.5710  0.31
H -6.6841 -0.6253 1.3985  0.49
H -5.2041 1.2870 1.6983  0.53
H -4.8098 0.5882 0.1165  0.12
H -2.7656 1.9292 0.4866  -0.65
H -1.5974 1.4070 1.4641  -0.67
H -2.9035 2.2474 2.3592  0.48
C -4.5763 6.5180 -5.8866  -0.74
O -3.9391 5.4201 -6.4092  -0.44
C -4.6134 4.2256 -5.9432  -0.90
C -3.6562 2.9777 -6.1192  -0.75
N -2.3152 3.1633 -5.5624  0.02
C -1.5190 1.9644 -5.8713  -1.21
C -0.2934 2.0128 -4.9429  0.49
O 0.3768 0.8422 -5.2127  -0.48
C 1.6258 0.6762 -4.5663  0.05
H -4.5813 6.5697 -4.7979  0.22
H -5.6286 6.4784 -6.1679  0.33
H -4.1601 7.4829 -6.1762  0.30
H -5.4581 3.9683 -6.5822  0.67
H -5.1442 4.2930 -4.9936  0.30
H -3.5485 2.9586 -7.2037  0.69
H -4.2099 2.1465 -5.6828  0.15
H -1.9310 3.9779 -6.0196  0.33
H -1.1688 1.9056 -6.9019  0.47
H -2.0404 1.0199 -5.7160  0.34
H -0.7166 2.0897 -3.9414  -0.23
H 0.2420 2.9414 -5.1408  0.21
H 1.2873 0.5211 -3.5419  -0.22
H 2.4093 1.4332 -4.5299  -0.08
H 2.0255 -0.3172 -4.7699  0.47
C -3.7962 -2.6636 -3.9868  -0.41
O -4.7133 -1.9279 -4.7258  -0.46
C -5.2861 -0.8952 -3.9373  -0.12
C -6.3674 -0.1663 -4.8049  -0.73
N -7.4414 0.4802 -4.0138  -0.44
C -6.9171 1.5574 -3.0853  1.26
C -8.0364 2.5579 -2.8180  -0.98
O -8.6906 3.0907 -3.9857  -0.36
C -9.8828 3.8802 -3.6723  -0.77
H -4.2544 -2.8546 -3.0165  0.13
H -2.8483 -2.1319 -3.9029  0.17
H -3.8145 -3.5573 -4.6106  0.33
H -4.5735 -0.2666 -3.4032  0.15
H -5.7248 -1.3628 -3.0558  0.39
H -6.8847 -0.8190 -5.5081  0.48
H -5.9245 0.5892 -5.4538  0.20
H -8.1310 0.8833 -4.6320  0.37
H -6.1382 2.1308 -3.5879  -0.74
H -6.5277 1.1610 -2.1476  -0.17
H -7.7693 3.4361 -2.2300  0.48
H -8.7676 2.0541 -2.1859  0.44
H -10.2480 4.4967 -4.4936  0.25
H -9.6860 4.5624 -2.8452  0.31
H -10.6778 3.1952 -3.3778  0.30
C 0.8015 5.2195 3.4300  -0.63
O -0.0732 4.1659 3.6910  -0.51
C 0.5085 2.9154 3.9815  1.29
C 1.0089 2.7136 5.4542  -1.07
N 1.6486 1.3803 5.5540  0.81
C 1.9263 1.1164 6.9906  0.07
C 2.7745 -0.1646 7.1041  -0.34
O 3.0391 -0.2867 8.5124  -0.41
C 3.6862 -1.5552 8.7830  -0.80
H 0.3147 6.1448 3.1218  0.34
H 1.5094 4.8831 2.6726  0.07
H 1.4316 5.4341 4.2932  0.32
H 1.3581 2.7406 3.3213  -0.30
H -0.2880 2.2284 3.6957  -0.57
H 0.1743 2.7932 6.1508  0.08
H 1.7282 3.4345 5.8428  0.64
H 2.4336 1.1213 4.9736  0.01
H 0.9336 0.9072 7.3889  -0.40
H 2.3815 1.8696 7.6336  0.35
H 3.7272 -0.1932 6.5753  0.47
H 2.2763 -1.0766 6.7752  0.12
H 4.6115 -1.7192 8.2308  0.32
H 3.0772 -2.3429 8.3393  0.30
H 3.8862 -1.7366 9.8390  0.28
C 1.4356 -3.2243 4.1693  -1.17
O 1.4349 -3.9499 2.8820  0.39
C 0.2330 -4.7104 2.7328  0.36
C 0.5836 -5.6628 1.6173  -0.75
N 0.4694 -5.0359 0.3068  1.07
C 0.9743 -5.8933 -0.8043  -0.26
C 1.0177 -5.2403 -2.1854  -1.15
O 1.5246 -3.9001 -2.0906  0.18
C 1.3740 -3.2628 -3.3573  -0.68
H 1.3770 -3.8987 5.0236  0.40
H 0.5246 -2.6442 4.3165  0.36
H 2.3218 -2.5994 4.2794  0.27
H -0.6202 -4.0597 2.5409  -0.98
H -0.0099 -5.1305 3.7088  0.83
H -0.1151 -6.4993 1.6297  0.55
H 1.5795 -5.9723 1.9342  -0.24
H 0.9945 -4.1778 0.3969  -0.66
H 0.3735 -6.7968 -0.9085  0.44
H 2.0100 -6.1124 -0.5446  -0.15
H -0.0132 -5.2576 -2.5389  0.51
H 1.7688 -5.7293 -2.8058  0.43
H 1.5608 -2.1970 -3.2258  -0.20
H 0.4024 -3.4540 -3.8129  0.38
H 1.9854 -3.8041 -4.0793  0.43
C 5.4772 2.0305 -7.8616  -0.87
O 5.9951 1.6492 -6.5729  -0.15
C 7.0555 0.7071 -6.7031  -0.70
C 7.5342 0.3164 -5.2828  -0.77
N 6.5079 -0.3188 -4.5280  -0.30
C 7.0683 -0.9054 -3.2608  -0.99
C 5.8819 -1.2409 -2.2759  -0.58
O 5.0023 -0.1483 -2.0919  -0.09
C 3.7922 -0.4940 -1.4934  0.27
H 4.4575 2.3975 -7.7450  0.22
H 5.3714 1.1894 -8.5468  0.38
H 5.9861 2.8734 -8.3293  0.31
H 7.8895 1.1675 -7.2329  0.41
H 6.8298 -0.2212 -7.2278  0.40
H 7.6395 1.2659 -4.7579  0.38
H 8.4373 -0.2923 -5.3261  0.44
H 5.7834 0.3571 -4.3317  0.22
H 7.6925 -0.1793 -2.7400  0.41
H 7.6872 -1.7975 -3.3571  0.37
H 6.2105 -1.5237 -1.2758  0.50
H 5.3037 -2.1018 -2.6114  0.25
H 3.3020 -1.3035 -2.0341  -0.05
H 3.1791 0.4072 -1.5043  -0.21
H 3.8444 -0.8451 -0.4628  0.20
C 4.1300 3.9865 -4.6530  -0.44
O 3.4094 5.0954 -4.1379  -0.49
C 2.4020 4.7755 -3.1843  -0.16
C 3.0279 4.4015 -1.8322  -0.28
N 1.9700 4.5064 -0.8059  -0.20
C 0.8924 3.5161 -0.8817  1.58
C -0.2203 3.9252 0.1051  1.27
O -0.8634 5.1972 -0.1020  -0.64
C -1.8676 5.4098 0.9097  -0.03
H 4.8593 4.2164 -5.4297  0.37
H 3.4342 3.4407 -5.2903  0.11
H 4.4848 3.1905 -3.9982  0.18
H 1.6519 4.0695 -3.5408  -0.02
H 1.7204 5.6076 -3.0083  0.29
H 3.8891 5.0539 -1.6877  0.35
H 3.3984 3.3778 -1.8841  -0.02
H 1.4494 5.3710 -0.8454  0.47
H 1.2490 2.5278 -0.5917  -0.65
H 0.4147 3.3501 -1.8473  -0.62
H 0.1451 3.9125 1.1320  -0.02
H -0.9960 3.1777 -0.0610  -0.65
H -2.2819 6.4171 0.8664  0.43
H -1.4921 5.3867 1.9327  -0.12
H -2.7063 4.7146 0.8741  -0.15
O -5.6692 3.2865 -0.5282  -0.65
C -4.6613 3.3443 -1.2146  0.38
O -4.0746 4.4402 -1.7318  -0.43
C -3.0230 4.0952 -2.5675  0.06
C -3.1024 2.5574 -2.6132  2.55
O -4.0132 2.2585 -1.6082  0.59
H -3.1973 4.4396 -3.5868  -0.03
H -2.0806 4.4588 -2.1579  0.15
H -2.1004 2.1792 -2.4104  -2.12
H -3.4553 2.1764 -3.5715  -0.73
O 3.8752 0.7605 3.7709  -0.60
C 4.3618 1.4661 2.9046  0.42
O 5.2548 0.9723 1.9940  -0.35
C 5.5856 1.8971 0.9817  -0.17
C 4.4238 2.8016 1.0206  0.74
O 3.8996 2.6159 2.3844  -0.24
H 6.5091 2.4563 1.1319  0.22
H 5.6678 1.3435 0.0464  -0.01
H 3.6553 2.5494 0.2900  -0.57
H 4.7167 3.8248 0.7852  0.34
Br -0.7147 0.0968 -1.3811  -0.07
C -0.7079 -1.2699 0.0956  0.32
C 0.6116 -1.2702 0.8414  0.24
Br 1.2757 0.5558 1.3818  -0.40
H -0.8957 -2.2583 -0.3238  0.72
H -1.5227 -1.0437 0.7835  -0.95
H 1.4071 -1.7393 0.2624  -0.16
H 0.5299 -1.8463 1.7631  -0.36

=====

# 3
Computed, not measured: a molecular structure, C4H5NO at a distorted geometry, with ωB97M-V/def2-TZVPD.

Highest occupied orbital energy = -8.52 eV
2S+1 = 1
Electronic energy = -7761.97261 eV
Charge = 0
Kohn-Sham gap = 0.3483 hartree

Each line ends with the Mulliken charge.
Atoms and positions in Å:
N -1.4605 0.2371 0.2228  -0.12
C -1.3901 -0.3681 -0.9104  -0.44
C 0.1532 -0.7582 -0.7791  -0.01
C 0.8285 0.5663 -0.3296  -0.52
C 0.1658 0.0849 0.9471  -0.05
O 0.3099 -1.2373 0.5735  -0.41
H 0.5863 -1.4422 -1.5010  0.45
H 1.9133 0.4575 -0.3249  0.28
H 0.5016 1.5201 -0.7453  0.26
H 0.5033 0.2972 1.9844  0.40
H -2.1114 0.6428 0.8625  0.17

=====

# 4
Computed, not measured: a molecular structure, C10H24ClINOP2Sn at a distorted geometry, with ωB97M-V/def2-TZVPD.

Highest occupied orbital energy = -17.52 eV
2S+1 = 1
Electronic energy = -59299.78517 eV
Charge = +3
Kohn-Sham gap = 0.2093 hartree

Each line ends with the Mulliken charge.
Atoms and positions in Å:
C 1.8005 -1.2303 -1.1997  -0.26
C 0.7512 -1.0807 -0.1275  0.44
H 2.2766 -2.2105 -1.0520  0.38
H 2.5498 -0.4282 -1.1187  -0.03
H 1.3380 -1.1774 -2.1974  -0.03
O 0.4723 -1.9070 0.7348  -0.40
I -0.2452 0.7060 -0.2242  0.70
Sn 2.6248 2.3352 -4.5889  1.24
P -1.6444 -0.8457 -2.1119  0.42
C -2.6609 -1.7618 -0.9196  -1.09
C -2.8253 0.1131 -3.1090  -1.03
H -3.4608 -0.5561 -3.7067  0.42
H -1.6391 -2.5431 -3.8504  0.45
H -2.2496 0.7831 -3.7650  0.35
H -0.1169 -1.5869 -3.8176  0.38
H -3.1642 -1.0411 -0.2583  0.39
H -3.4388 0.7134 -2.4243  0.37
C -0.8781 -2.0849 -3.2024  -1.19
H -3.3962 -2.3574 -1.4721  0.43
H -0.3973 -2.8619 -2.5929  0.35
H -2.0087 -2.4014 -0.3050  0.36
P 2.0979 1.4489 1.1600  0.42
C 1.5839 0.8355 2.7900  -1.09
C 3.7514 0.7563 0.8421  -1.20
H 2.4750 3.6856 0.3764  0.35
H 3.1161 3.4751 2.0519  0.42
H 1.3428 3.6442 1.7655  0.37
C 2.2859 3.2469 1.3675  -1.04
H 4.0183 0.9520 -0.2049  0.38
H 4.4938 1.2201 1.5076  0.44
H 2.3263 1.1451 3.5344  0.44
H 1.4922 -0.2611 2.7514  0.36
H 3.7334 -0.3287 1.0115  0.35
H 0.5960 1.2557 3.0305  0.38
Cl 3.5359 0.1949 -4.1883  -0.28
C -3.7876 0.2463 4.1645  -0.89
C -2.7072 -0.4491 3.4723  0.44
N -1.8438 -0.9384 2.8645  -0.40
H -3.5287 0.4273 5.2139  0.32
H -4.7108 -0.3424 4.1335  0.31
H -3.9586 1.2092 3.6642  0.26

=====

Question: What is the formula in the fourth record?
Answer: C10H24ClINOP2Sn

=====

Repeat the third record exactly.
Computed, not measured: a molecular structure, C4H5NO at a distorted geometry, with ωB97M-V/def2-TZVPD.

Highest occupied orbital energy = -8.52 eV
2S+1 = 1
Electronic energy = -7761.97261 eV
Charge = 0
Kohn-Sham gap = 0.3483 hartree

Each line ends with the Mulliken charge.
Atoms and positions in Å:
N -1.4605 0.2371 0.2228  -0.12
C -1.3901 -0.3681 -0.9104  -0.44
C 0.1532 -0.7582 -0.7791  -0.01
C 0.8285 0.5663 -0.3296  -0.52
C 0.1658 0.0849 0.9471  -0.05
O 0.3099 -1.2373 0.5735  -0.41
H 0.5863 -1.4422 -1.5010  0.45
H 1.9133 0.4575 -0.3249  0.28
H 0.5016 1.5201 -0.7453  0.26
H 0.5033 0.2972 1.9844  0.40
H -2.1114 0.6428 0.8625  0.17

=====

Question: electronic energy of number 3 (C4H5NO)?
Answer: -7761.97261 eV